Record 1
DFT (ωB97M-V/def2-TZVPD) results for a single C17H30N4O molecule.

CARTESIAN COORDINATES (ANGSTROEM)
C 0.25 -0.89 -3.00
C 1.02 -1.60 -1.88
N 0.54 -2.92 -1.50
C 0.76 -3.94 -2.51
C 1.09 -5.29 -1.87
C -0.82 -2.96 -0.98
C -0.97 -2.16 0.32
C 0.02 -2.64 1.39
N 0.39 -1.57 2.27
C -0.27 -1.27 3.40
O -1.09 -1.97 3.95
C 0.15 0.11 3.97
N 0.07 1.13 2.97
C -0.82 2.14 2.87
C -0.57 2.79 1.69
C 0.51 2.09 1.12
N 0.88 1.09 1.90
C 1.13 2.45 -0.18
C 0.18 3.37 -0.96
C -0.31 4.52 -0.07
C -1.05 5.56 -0.90
C -1.22 3.97 1.04
H 0.75 0.04 -3.25
H 0.21 -1.51 -3.90
H -0.77 -0.66 -2.70
H 1.01 -0.97 -0.99
H 2.06 -1.72 -2.18
H -0.11 -4.06 -3.18
H 1.61 -3.64 -3.13
H 1.95 -5.17 -1.20
H 1.34 -6.02 -2.63
H 0.26 -5.67 -1.29
H -1.06 -4.00 -0.77
H -1.56 -2.59 -1.71
H -0.80 -1.10 0.13
H -2.00 -2.27 0.68
H 0.92 -3.01 0.89
H -0.42 -3.44 1.99
H 0.95 -0.81 1.87
H -0.51 0.36 4.80
H 1.18 0.03 4.33
H -1.55 2.32 3.64
H 1.36 1.55 -0.76
H 2.08 2.96 0.00
H 0.70 3.77 -1.83
H -0.67 2.79 -1.31
H 0.56 4.99 0.40
H -1.43 6.36 -0.26
H -1.90 5.11 -1.41
H -0.39 6.00 -1.64
H -1.44 4.74 1.78
H -2.18 3.66 0.60

Values from the calculation:
Total energy (a.u.): -960.050554
SMILES string: CCN(CC)CCCNC(=O)Cn1cc2c(n1)CC[C@@H](C)C2
Energy above the lowest of the compared OMol25 structures with the same formula, charge and spin (kcal per mole): 2.0
Frontier orbital gap (eV): 9.149
Net charge: 0



Record 2
DFT (ωB97M-V/def2-TZVPD) results for 2 unconnected molecules or ions with the total composition C3H8OS2.

CARTESIAN COORDINATES (ANGSTROEM)
C -1.39 0.71 1.52
C -2.56 0.57 0.57
O -2.40 0.60 -0.64
H -0.57 1.30 1.18
H -1.00 -0.37 1.52
H -1.77 1.12 2.53
H -3.56 0.65 1.09
C 2.69 -1.33 -1.28
S 0.94 -1.22 -0.59
S 0.97 0.76 -0.45
H 2.68 -0.79 -2.21
H 2.87 -2.34 -1.43
H 3.23 -0.70 -0.58
H -0.11 1.04 -1.24

Values from the calculation:
Total energy (a.u.): -990.661208
SMILES string: CC=O.CSS
Energy above the lowest of the compared OMol25 structures with the same formula, charge and spin (kcal per mole): 31.0
Frontier orbital gap (eV): 9.130
Net charge: 0



Record 3
DFT (ωB97M-V/def2-TZVPD) results for a molecular structure, C38H24F5N2O2PSeZn.

CARTESIAN COORDINATES (ANGSTROEM)
Zn -0.54 1.58 -0.77
O -1.92 2.05 -2.16
C -2.98 1.38 -2.40
C -3.69 1.61 -3.61
C -4.85 0.95 -3.92
C -5.39 0.01 -3.05
C -4.74 -0.24 -1.86
C -3.56 0.42 -1.50
C -3.09 0.26 -0.17
N -2.01 0.81 0.28
N -1.86 0.95 1.62
C -1.05 1.95 1.90
O -0.41 2.67 1.08
C -1.05 2.31 3.34
C -1.46 1.41 4.32
C -1.58 1.80 5.63
C -1.30 3.11 6.00
C -0.88 4.02 5.03
C -0.75 3.62 3.72
H -3.26 2.33 -4.29
H -5.37 1.17 -4.85
H -6.30 -0.51 -3.29
H -5.15 -0.97 -1.17
H -3.76 -0.22 0.56
H -1.71 0.40 4.02
H -1.91 1.10 6.39
H -1.41 3.43 7.03
H -0.68 5.04 5.31
H -0.45 4.31 2.95
C 5.61 1.91 3.67
C 5.08 0.64 3.85
C 4.02 0.20 3.08
C 3.48 1.02 2.09
C 4.04 2.28 1.89
C 5.10 2.72 2.67
P 1.89 0.68 1.22
C 1.80 -1.15 1.33
C 2.11 -2.02 0.28
C 1.87 -3.37 0.40
C 1.33 -3.89 1.57
C 1.03 -3.04 2.62
C 1.26 -1.68 2.50
C 2.35 0.90 -0.54
C 3.65 0.65 -0.97
C 3.96 0.74 -2.31
C 2.96 1.05 -3.22
C 1.67 1.28 -2.78
C 1.32 1.24 -1.43
H 6.43 2.25 4.29
H 5.48 0.01 4.63
H 3.62 -0.79 3.24
H 3.63 2.93 1.13
H 5.52 3.71 2.51
H 2.51 -1.63 -0.64
H 2.08 -4.03 -0.43
H 1.12 -4.94 1.65
H 0.59 -3.43 3.53
H 0.99 -1.01 3.31
H 4.41 0.37 -0.25
H 4.97 0.56 -2.65
H 3.20 1.10 -4.28
H 0.90 1.48 -3.52
F -3.91 -4.92 -6.39
C -3.11 -4.27 -5.50
C -2.16 -3.35 -5.91
F -2.05 -3.06 -7.24
C -1.33 -2.73 -4.99
F -0.42 -1.86 -5.47
C -1.40 -2.98 -3.61
Se -0.27 -2.18 -2.39
C -2.38 -3.92 -3.23
F -2.53 -4.24 -1.93
C -3.21 -4.54 -4.14
F -4.15 -5.43 -3.72

Values from the calculation:
Total energy (a.u.): -6743.974315
Energy above the lowest of the compared OMol25 structures with the same formula, charge and spin (kcal per mole): 18.5
Frontier orbital gap (eV): 5.613
Net charge: -2



Record 4
DFT (ωB97M-V/def2-TZVPD) results for 10 unconnected molecules or ions with the total composition C60H150N10.

CARTESIAN COORDINATES (ANGSTROEM)
C 6.66 -9.29 -1.81
C 6.37 -8.12 -2.76
N 4.95 -7.86 -2.93
C 4.61 -6.69 -3.71
C 5.00 -5.38 -3.02
C 4.16 -9.04 -3.43
C 4.42 -9.51 -4.87
H 7.73 -9.18 -1.64
H 6.51 -10.22 -2.36
H 6.01 -9.11 -0.96
H 6.89 -7.19 -2.51
H 6.85 -8.29 -3.72
H 5.18 -6.70 -4.64
H 3.53 -6.70 -3.87
H 4.78 -4.49 -3.61
H 4.49 -5.20 -2.08
H 6.06 -5.31 -2.76
H 3.13 -8.75 -3.24
H 4.35 -9.89 -2.77
H 4.20 -8.69 -5.56
H 3.77 -10.34 -5.13
H 5.46 -9.81 -4.97
C 7.11 4.24 -6.85
C 8.37 4.29 -5.98
N 9.51 5.00 -6.62
C 10.00 4.20 -7.80
C 10.77 5.08 -8.84
C 10.66 5.42 -5.81
C 10.25 6.33 -4.61
H 7.05 5.06 -7.56
H 6.21 4.36 -6.25
H 7.06 3.27 -7.34
H 8.07 4.94 -5.16
H 8.72 3.36 -5.53
H 10.61 3.36 -7.48
H 9.20 3.74 -8.38
H 10.99 4.34 -9.60
H 10.09 5.83 -9.24
H 11.70 5.48 -8.46
H 11.42 5.93 -6.40
H 11.15 4.52 -5.42
H 9.84 5.78 -3.76
H 9.51 7.04 -4.95
H 11.09 6.88 -4.17
C -4.71 6.53 9.12
C -3.42 7.36 9.31
N -2.96 7.32 10.68
C -1.54 7.69 10.79
C -1.20 9.08 10.27
C -3.94 8.02 11.55
C -3.60 7.83 13.05
H -4.81 6.39 8.05
H -5.59 7.07 9.45
H -4.66 5.55 9.60
H -2.64 6.98 8.64
H -3.70 8.38 9.01
H -1.30 7.64 11.85
H -0.96 7.02 10.16
H -1.77 9.82 10.84
H -0.17 9.44 10.34
H -1.52 9.12 9.23
H -4.92 7.56 11.45
H -4.07 9.09 11.34
H -2.77 8.51 13.24
H -3.21 6.84 13.28
H -4.42 8.08 13.71
C -0.10 -11.05 1.71
C 0.68 -9.85 2.20
N 0.30 -9.42 3.54
C 0.65 -10.39 4.55
C -0.12 -10.07 5.87
C 0.87 -8.10 3.81
C -0.09 -7.00 3.24
H -1.16 -11.04 1.94
H 0.36 -11.98 2.03
H -0.05 -11.11 0.62
H 1.76 -10.06 2.20
H 0.47 -9.07 1.48
H 1.72 -10.50 4.69
H 0.27 -11.39 4.33
H 0.39 -9.26 6.40
H -0.17 -10.90 6.57
H -1.15 -9.75 5.71
H 0.96 -7.95 4.89
H 1.91 -8.05 3.49
H -0.14 -7.07 2.15
H -1.09 -7.20 3.61
H 0.20 -5.97 3.49
C -10.11 7.59 4.28
C -9.82 7.56 2.80
N -8.40 7.55 2.50
C -8.19 7.07 1.14
C -8.58 5.61 0.85
C -7.83 8.88 2.74
C -6.29 8.94 2.71
H -11.15 7.51 4.58
H -9.82 8.56 4.67
H -9.51 6.86 4.84
H -10.25 6.66 2.35
H -10.21 8.43 2.28
H -8.67 7.78 0.46
H -7.13 7.14 0.92
H -9.61 5.30 0.99
H -8.32 5.38 -0.19
H -8.01 4.90 1.44
H -8.16 9.19 3.73
H -8.31 9.56 2.04
H -5.99 8.89 1.66
H -5.85 8.10 3.23
H -5.86 9.83 3.18
C 8.11 8.97 3.43
C 6.80 8.21 3.45
N 5.83 9.01 2.66
C 4.48 8.43 2.84
C 3.95 8.78 4.17
C 6.04 9.22 1.22
C 5.29 10.31 0.60
H 8.58 8.84 2.45
H 8.90 8.64 4.10
H 8.02 10.05 3.59
H 6.89 7.16 3.17
H 6.40 8.11 4.45
H 3.73 8.68 2.09
H 4.52 7.35 2.69
H 4.03 9.86 4.35
H 2.89 8.56 4.21
H 4.41 8.35 5.06
H 6.11 8.37 0.55
H 7.07 9.59 1.13
H 4.22 10.12 0.63
H 5.54 10.46 -0.45
H 5.49 11.26 1.10
C 0.89 -0.88 -12.99
C 1.84 -1.64 -12.01
N 1.80 -1.15 -10.64
C 0.46 -1.06 -10.03
C 0.48 -0.87 -8.51
C 2.82 -1.99 -9.91
C 4.26 -1.87 -10.40
H -0.15 -1.19 -12.83
H 1.16 -1.17 -14.00
H 0.93 0.20 -12.87
H 1.68 -2.71 -12.16
H 2.80 -1.42 -12.48
H 0.04 -0.19 -10.53
H -0.17 -1.93 -10.22
H 1.21 -0.12 -8.22
H -0.52 -0.72 -8.12
H 0.74 -1.81 -8.02
H 2.47 -3.01 -10.05
H 2.81 -1.69 -8.87
H 4.41 -2.38 -11.35
H 4.90 -2.32 -9.64
H 4.59 -0.84 -10.51
C -2.00 -8.33 -7.08
C -2.84 -9.57 -6.66
N -3.99 -9.21 -5.84
C -5.06 -10.25 -5.92
C -4.71 -11.64 -5.46
C -3.55 -9.05 -4.38
C -4.67 -8.36 -3.53
H -1.07 -8.49 -7.64
H -1.57 -7.87 -6.19
H -2.59 -7.54 -7.54
H -3.13 -10.08 -7.58
H -2.14 -10.24 -6.15
H -5.33 -10.32 -6.98
H -5.91 -9.79 -5.43
H -3.65 -11.87 -5.64
H -5.33 -12.44 -5.87
H -4.80 -11.72 -4.37
H -3.24 -9.99 -3.94
H -2.68 -8.40 -4.32
H -4.87 -7.36 -3.91
H -5.60 -8.92 -3.63
H -4.38 -8.27 -2.48
C -1.03 2.25 3.04
C -1.28 1.14 1.95
N -0.39 1.34 0.75
C 1.03 1.03 0.97
C 1.96 1.77 0.03
C -0.92 0.79 -0.55
C -1.24 -0.71 -0.50
H -1.22 3.19 2.54
H -0.12 2.18 3.64
H -1.80 2.25 3.82
H -1.05 0.15 2.36
H -2.29 1.32 1.57
H 1.33 1.26 1.99
H 1.26 -0.03 0.86
H 3.01 1.75 0.29
H 1.94 1.33 -0.97
H 1.74 2.83 -0.11
H -0.11 0.89 -1.27
H -1.79 1.40 -0.82
H -1.96 -0.96 0.29
H -0.38 -1.33 -0.26
H -1.71 -0.97 -1.45
C -8.35 0.09 5.92
C -7.11 -0.82 5.67
N -7.09 -2.09 6.38
C -5.78 -2.76 6.20
C -4.74 -2.06 7.04
C -8.24 -2.99 6.21
C -8.30 -3.71 4.78
H -9.18 -0.28 5.34
H -8.03 1.08 5.59
H -8.70 0.06 6.95
H -6.82 -0.91 4.63
H -6.31 -0.29 6.18
H -5.90 -3.75 6.62
H -5.42 -2.89 5.18
H -4.33 -1.24 6.44
H -5.08 -1.63 7.98
H -3.90 -2.70 7.29
H -9.20 -2.50 6.39
H -8.24 -3.74 7.00
H -9.05 -4.50 4.72
H -7.35 -4.18 4.55
H -8.52 -3.01 3.98

Values from the calculation:
Total energy (a.u.): -2923.305506
SMILES string: CCN(CC)CC.CCN(CC)CC.CCN(CC)CC.CCN(CC)CC.CCN(CC)CC.CCN(CC)CC.CCN(CC)CC.CCN(CC)CC.CCN(CC)CC.CCN(CC)CC
Energy above the lowest of the compared OMol25 structures with the same formula, charge and spin (kcal per mole): 103.9
Frontier orbital gap (eV): 8.491
Net charge: 0



Record 5
DFT (ωB97M-V/def2-TZVPD) results for 10 unconnected molecules or ions with the total composition C30H80O10.

CARTESIAN COORDINATES (ANGSTROEM)
C 0.12 1.08 4.26
C 0.88 -0.21 4.63
C 1.03 -0.37 6.16
O 0.01 -1.13 4.05
H 0.26 1.26 3.19
H 0.58 1.89 4.82
H -0.94 0.99 4.48
H 1.84 -0.29 4.11
H 0.14 -0.38 6.79
H 1.56 0.40 6.71
H 1.56 -1.28 6.44
H 0.57 -1.69 3.50
C -5.56 3.79 -1.19
C -4.91 3.62 0.17
C -3.79 2.56 0.11
O -4.49 4.88 0.56
H -4.77 4.16 -1.83
H -6.47 4.40 -1.19
H -5.81 2.77 -1.51
H -5.70 3.33 0.87
H -3.43 2.09 1.03
H -2.88 2.95 -0.34
H -4.01 1.77 -0.61
H -4.18 4.81 1.47
C 4.09 -3.25 -1.54
C 4.55 -3.89 -0.23
C 3.65 -5.08 0.19
O 5.91 -4.41 -0.41
H 4.01 -3.95 -2.38
H 4.74 -2.44 -1.86
H 3.15 -2.71 -1.42
H 4.56 -3.14 0.56
H 3.98 -5.68 1.04
H 3.56 -5.72 -0.68
H 2.65 -4.69 0.40
H 5.68 -5.10 -1.04
C 0.29 -2.61 -2.71
C 0.76 -3.49 -3.78
C -0.21 -3.44 -5.07
O 2.03 -3.09 -4.21
H 0.35 -1.55 -2.94
H 0.80 -2.80 -1.77
H -0.77 -2.72 -2.47
H 0.78 -4.52 -3.42
H 0.12 -4.16 -5.83
H -0.28 -2.42 -5.43
H -1.22 -3.82 -4.89
H 2.05 -2.19 -4.53
C -3.00 -2.92 2.85
C -4.10 -1.93 3.33
C -5.49 -2.53 3.27
O -3.74 -1.43 4.58
H -2.02 -2.46 2.67
H -3.28 -3.53 1.99
H -2.91 -3.75 3.54
H -4.11 -1.03 2.71
H -5.38 -3.31 4.02
H -5.91 -2.82 2.31
H -6.24 -1.87 3.69
H -2.91 -0.96 4.65
C 1.70 -0.80 0.32
C 0.39 -0.38 -0.18
C -0.70 0.05 0.86
O 0.63 0.70 -1.08
H 1.59 -1.84 0.64
H 2.13 -0.12 1.05
H 2.37 -0.71 -0.54
H -0.18 -1.19 -0.64
H -0.76 -0.77 1.59
H -1.67 0.16 0.38
H -0.38 0.99 1.30
H 1.09 1.37 -0.56
C -0.55 4.54 3.24
C -0.21 3.97 1.91
C -0.40 5.08 0.82
O 1.09 3.61 1.80
H -1.62 4.57 3.46
H -0.18 5.56 3.29
H -0.04 3.97 4.03
H -0.77 3.07 1.63
H 0.40 5.82 0.79
H -1.40 5.47 0.99
H -0.15 4.70 -0.17
H 1.48 3.45 2.66
C 4.49 1.22 -4.18
C 3.80 0.06 -4.95
C 4.75 -1.11 -5.04
O 2.64 -0.20 -4.28
H 4.89 0.96 -3.21
H 3.75 1.98 -3.94
H 5.23 1.62 -4.88
H 3.56 0.45 -5.94
H 5.04 -1.54 -4.08
H 5.68 -0.79 -5.51
H 4.39 -1.90 -5.69
H 2.74 -0.04 -3.34
C -4.28 -1.71 -0.53
C -5.74 -1.66 -0.80
C -6.46 -0.32 -0.73
O -5.98 -2.26 -2.05
H -3.96 -0.83 -1.09
H -3.83 -2.60 -0.99
H -4.00 -1.40 0.48
H -6.18 -2.41 -0.15
H -6.83 -0.16 0.28
H -7.37 -0.32 -1.34
H -5.95 0.60 -1.01
H -5.70 -1.59 -2.69
C 4.69 3.89 -1.44
C 4.05 3.07 -0.30
C 5.05 2.07 0.43
O 3.60 3.97 0.62
H 5.64 4.38 -1.22
H 3.95 4.59 -1.82
H 4.98 3.16 -2.19
H 3.20 2.62 -0.80
H 4.88 1.09 -0.01
H 4.65 1.94 1.43
H 6.11 2.31 0.30
H 2.91 3.64 1.20

Values from the calculation:
2S+1: 2
Total energy (a.u.): -1943.227793
Energy above the lowest of the compared OMol25 structures with the same formula, charge and spin (kcal per mole): 65.0
Frontier orbital gap (alpha / beta) (eV): 1.920 / 9.617
Net charge: -1
<S²>: 0.751



Record 6
DFT (ωB97M-V/def2-TZVPD) results for a single C5H6I2 molecule.

CARTESIAN COORDINATES (ANGSTROEM)
C 0.61 -1.00 1.46
C 1.39 -0.48 0.19
I 2.18 -2.27 -0.96
C 0.71 0.40 -0.85
C 1.34 1.67 -0.52
C 2.49 0.57 0.42
I 3.30 1.03 2.22
H 0.07 -0.18 1.92
H 1.38 -1.17 2.19
H 0.01 -1.90 1.38
H -0.41 0.42 -0.57
H 0.83 0.05 -2.02
H 1.42 2.66 -0.93

Values from the calculation:
Total energy (a.u.): -789.307709
SMILES string: C[C@@]1(I)CC=C1I
Energy above the lowest of the compared OMol25 structures with the same formula, charge and spin (kcal per mole): 89.7
Frontier orbital gap (alpha / beta) (eV): 7.582 / 7.955
Net charge: 0